(1)
Density functional theory data (wB97M-V/def2-TZVPD) for one molecule with the formula C19H25N3O2 in a non-equilibrium geometry.

Each line ends with the natural charge from an NBO analysis.
Atoms and positions in Å:
O: 0.753 -2.794 -1.655  -0.594
N: -0.646 -0.473 -0.706  -0.232
O: 3.817 -0.809 3.273  -0.523
C: 1.275 -2.054 -0.837  0.647
C: -3.834 3.205 -2.856  -0.420
C: -1.077 1.093 1.219  -0.067
C: -1.964 2.147 1.609  -0.115
C: -4.069 2.634 -1.535  0.096
C: -1.352 0.544 -0.118  0.193
C: 6.544 0.516 1.074  -0.243
C: 6.063 0.445 -0.222  -0.213
C: 5.791 0.179 2.241  -0.255
C: 4.849 -0.253 -0.324  -0.284
C: 4.564 -0.373 2.202  0.236
C: 4.128 -0.702 0.864  0.165
N: 0.629 -0.992 -0.280  -0.488
N: 2.964 -1.515 0.950  -0.644
C: 3.925 -0.119 4.454  -0.244
C: 0.008 0.538 2.144  -0.655
C: -5.444 1.927 -1.149  -0.661
C: 2.648 -2.422 -0.154  -0.303
C: -3.286 2.392 0.856  -0.452
C: -2.453 0.945 -0.997  -0.432
C: -2.915 2.344 -0.643  -0.291
H: -4.718 3.334 -3.499  0.185
H: -3.094 3.762 -3.203  0.188
H: -1.803 2.679 2.547  0.200
H: 7.468 1.059 1.342  0.213
H: 6.659 0.726 -1.091  0.231
H: 6.178 0.494 3.278  0.213
H: 4.274 -0.505 -1.229  0.222
H: 1.077 -0.654 0.543  0.401
H: 2.741 -1.818 1.903  0.417
H: 4.796 -0.399 5.028  0.172
H: 4.099 0.972 4.175  0.180
H: 3.033 -0.314 5.101  0.200
H: 0.051 1.123 3.082  0.228
H: 0.984 0.803 1.720  0.225
H: -0.251 -0.504 2.315  0.236
H: -6.229 2.548 -1.585  0.227
H: -5.450 0.963 -1.543  0.220
H: -5.613 1.860 -0.011  0.211
H: 2.600 -3.385 0.335  0.224
H: 3.432 -2.473 -0.909  0.227
H: -3.624 3.429 1.119  0.224
H: -4.058 1.600 1.086  0.225
H: -2.140 0.889 -2.103  0.258
H: -3.259 0.231 -0.990  0.230
H: -2.140 3.108 -0.889  0.224

Summary:
**Lowest unoccupied orbital energy**: 0.1 eV
**Total energy**: -1053.55095 Eh
**Energy above the lowest of the compared OMol25 structures with the same formula, charge and spin**: 7.189 eV
**SMILES string**: C=C(C)[C@H]1CC=C(C)/C(=N\NC(=O)CNc2ccccc2OC)C1
**Largest force on an atom**: 8.91 eV/Å
**Gap between HOMO and LUMO**: 7.94 eV

=====

(2)
Density functional theory data (wB97M-V/def2-TZVPD) for a 4-piece molecular cluster, C10H28BI2N9O6P overall in a non-equilibrium geometry.

Each line ends with the natural charge from an NBO analysis.
Atoms and positions in Å:
C: 3.540 3.989 -1.006  -0.625
C: 3.267 3.055 0.179  -0.744
P: 3.463 1.214 -0.003  0.980
C: 3.895 0.909 -1.763  -0.990
N: 1.738 0.707 0.050  -0.885
B: 1.672 -0.695 0.695  1.293
O: 1.442 -0.806 2.029  -0.907
O: 1.853 -1.795 -0.097  -0.920
C: 0.758 0.954 -0.787  0.689
N: -0.384 0.145 -0.686  -0.713
C: -1.605 0.772 -0.267  -0.061
I: -1.476 1.693 1.579  0.231
C: -2.753 0.729 -0.929  -0.146
C: -4.074 1.261 -0.463  -0.697
I: -2.763 -0.193 -2.825  0.148
N: 0.829 1.938 -1.662  -0.257
O: -0.250 2.391 -2.373  -0.497
H: 3.233 3.584 -1.978  0.184
H: 3.008 4.933 -0.872  0.244
H: 4.600 4.232 -1.094  0.240
H: 3.953 3.301 0.995  0.261
H: 2.261 3.219 0.581  0.247
H: 4.562 0.044 -1.785  0.261
H: 4.452 1.757 -2.168  0.264
H: 3.050 0.705 -2.425  0.237
H: 2.015 -0.262 2.583  0.524
H: 2.647 -1.785 -0.647  0.519
H: -0.552 -0.420 -1.520  0.425
H: -4.082 2.355 -0.528  0.248
H: -4.247 0.983 0.580  0.245
H: -4.917 0.910 -1.059  0.284
H: 1.637 2.542 -1.743  0.421
H: -0.560 1.667 -2.955  0.492
C: 3.635 -4.349 3.009  0.770
O: 4.436 -5.189 3.352  -0.628
N: 3.331 -3.243 3.759  -0.857
N: 2.917 -4.446 1.834  -0.882
H: 2.609 -2.599 3.493  0.387
H: 3.753 -3.160 4.665  0.414
H: 3.062 -5.257 1.262  0.414
H: 2.275 -3.733 1.538  0.386
C: -6.479 2.795 -2.829  0.776
O: -6.688 1.907 -2.018  -0.677
N: -7.228 3.930 -2.889  -0.839
N: -5.449 2.702 -3.729  -0.857
H: -7.080 4.656 -3.563  0.393
H: -7.994 4.009 -2.244  0.415
H: -4.939 1.840 -3.693  0.401
H: -5.216 3.407 -4.401  0.393
C: -1.049 -4.717 3.430  0.770
O: -2.004 -4.818 4.174  -0.645
N: -1.023 -3.786 2.417  -0.863
N: 0.063 -5.498 3.526  -0.852
H: -0.260 -3.688 1.776  0.374
H: -1.833 -3.204 2.318  0.405
H: 0.082 -6.189 4.253  0.414
H: 0.863 -5.405 2.926  0.392

Summary:
**Net charge**: +1
**Lowest unoccupied orbital energy**: -3.5 eV
**Total energy**: -2303.60898 Eh
**Largest force on an atom**: 1.62 eV/Å
**Gap between HOMO and LUMO**: 8.01 eV

=====

(3)
Density functional theory data (wB97M-V/def2-TZVPD) for C6H12O as an isolated structure in a non-equilibrium geometry.

Each line ends with the natural charge from an NBO analysis.
Atoms and positions in Å:
C: 1.900 0.135 -0.670  -0.636
C: 1.118 -1.135 -0.262  -0.451
C: -1.040 1.149 -0.739  -0.491
C: -0.918 1.052 0.624  -0.212
C: -0.038 0.307 1.453  -0.354
C: 1.067 -0.423 1.008  -0.047
H: 1.953 0.126 -1.799  0.220
H: 1.572 1.156 -0.468  0.254
H: 2.941 0.080 -0.357  0.224
H: 0.168 -1.302 -0.763  0.222
H: 1.758 -1.999 -0.328  0.229
H: -1.736 1.924 -1.077  0.211
H: -0.431 0.656 -1.474  0.194
H: -1.676 1.645 1.140  0.215
H: -0.272 0.383 2.495  0.223
H: 1.876 -0.584 1.723  0.217
H: -2.337 -0.360 -0.185  0.485
H: -2.799 -1.856 -0.219  0.461
O: -3.109 -0.956 -0.102  -0.966

Summary:
**Lowest unoccupied orbital energy**: 0.5 eV
**Total energy**: -310.92682 Eh
**Energy above the lowest of the compared OMol25 structures with the same formula, charge and spin**: 3.604 eV
**Largest force on an atom**: 5.26 eV/Å
**Gap between HOMO and LUMO**: 8.21 eV

=====

(4)
Density functional theory data (wB97M-V/def2-TZVPD) for one molecule with the formula C22H31FN4O2.

Each line ends with the natural charge from an NBO analysis.
Atoms and positions in Å:
C: -7.982 -2.209 0.706  -0.609
C: -6.495 -2.276 0.376  -0.397
C: -6.096 -1.388 -0.804  -0.402
C: -6.352 0.108 -0.603  -0.403
H: -6.038 0.635 -1.507  0.210
C: -5.603 0.713 0.589  -0.229
N: -4.177 0.547 0.475  -0.621
C: -3.346 1.551 0.165  0.672
O: -3.689 2.720 0.049  -0.670
C: -1.917 1.143 -0.011  -0.313
C: -1.035 2.149 -0.252  0.137
N: 0.287 1.998 -0.462  -0.375
C: 0.836 0.732 -0.407  0.275
C: 2.206 0.517 -0.568  -0.373
C: 2.779 -0.755 -0.522  0.241
N: 4.117 -0.960 -0.706  -0.443
C: 4.844 -1.986 0.020  -0.228
H: 4.223 -2.364 0.831  0.213
C: 6.137 -1.376 0.612  -0.235
N: 5.992 0.017 0.975  -0.443
C: 5.072 0.247 2.070  -0.413
H: 5.172 1.283 2.395  0.201
H: 5.355 -0.398 2.900  0.203
H: 4.017 0.059 1.826  0.169
C: 5.733 0.830 -0.206  -0.228
H: 6.694 1.171 -0.609  0.196
C: 4.983 0.032 -1.295  -0.237
H: 4.412 0.688 -1.951  0.216
H: 5.706 -0.507 -1.917  0.199
H: 5.164 1.711 0.094  0.193
H: 6.955 -1.437 -0.111  0.194
H: 6.431 -1.942 1.498  0.212
H: 5.093 -2.825 -0.642  0.198
C: 1.892 -1.834 -0.304  0.317
C: 0.552 -1.647 -0.125  -0.191
C: -0.011 -0.366 -0.166  -0.209
C: -1.451 -0.228 0.041  0.520
O: -2.171 -1.211 0.242  -0.646
H: -0.102 -2.490 0.034  0.258
F: 2.366 -3.107 -0.310  -0.329
H: 2.861 1.357 -0.714  0.214
C: 1.096 3.185 -0.655  -0.203
C: 1.749 3.637 0.650  -0.620
H: 2.354 4.522 0.476  0.218
H: 2.381 2.854 1.062  0.213
H: 0.984 3.877 1.384  0.219
H: 0.443 3.977 -1.027  0.217
H: 1.850 2.991 -1.422  0.204
H: -1.424 3.159 -0.287  0.241
H: -3.783 -0.392 0.498  0.437
H: -5.797 1.788 0.633  0.233
H: -5.941 0.255 1.524  0.188
H: -7.419 0.289 -0.467  0.201
H: -6.652 -1.710 -1.688  0.200
H: -5.035 -1.545 -1.012  0.209
H: -5.912 -2.006 1.258  0.192
H: -6.236 -3.307 0.123  0.203
H: -8.578 -2.429 -0.178  0.200
H: -8.259 -1.223 1.071  0.199
H: -8.231 -2.936 1.476  0.209

Summary:
**Lowest unoccupied orbital energy**: 0.3 eV
**Total energy**: -1326.32026 Eh
**Energy above the lowest of the compared OMol25 structures with the same formula, charge and spin**: 0.094 eV
**SMILES string**: CCCCCNC(=O)c1cn(CC)c2cc(N3CCN(C)CC3)c(F)cc2c1=O
**Largest force on an atom**: 0.76 eV/Å
**Gap between HOMO and LUMO**: 8.41 eV

=====

(5)
Density functional theory data (wB97M-V/def2-TZVPD) for C10H11AsCoN2O9S as an isolated structure in a non-equilibrium geometry.

Each line ends with the natural charge from an NBO analysis.
Atoms and positions in Å:
Co: -0.672 -1.075 1.035  1.290
N: -0.658 -0.865 3.009  -0.756
C: 0.776 -0.941 3.367  -0.323
C: 1.316 -2.148 2.597  0.633
O: 2.066 -2.979 3.100  -0.665
N: 0.785 -2.155 1.370  -0.546
C: 0.645 -3.393 0.632  -0.356
C: -0.856 -3.688 0.590  0.779
O: -1.341 -4.760 0.306  -0.637
O: -1.589 -2.639 0.933  -0.658
H: -1.081 0.006 3.303  0.393
H: -1.191 -1.635 3.403  0.400
H: 0.957 -1.038 4.436  0.200
H: 1.250 -0.033 2.989  0.237
H: 1.186 -4.205 1.113  0.234
H: 1.003 -3.277 -0.392  0.222
O: 1.098 -0.567 -3.045  -1.030
As: 0.881 0.015 -1.382  2.441
O: 2.320 0.076 -0.622  -1.143
O: -0.318 -1.035 -0.797  -1.107
C: 0.163 1.739 -1.875  -0.481
C: 0.977 2.519 -2.694  -0.159
C: 0.565 3.767 -3.133  -0.240
C: -0.681 4.251 -2.754  -0.199
C: -1.499 3.492 -1.936  -0.286
C: -1.076 2.243 -1.496  0.379
S: -1.715 1.420 0.930  1.741
O: -1.951 1.508 -0.732  -0.724
O: -0.251 1.107 1.062  -1.013
O: -2.398 0.114 1.167  -0.972
H: 1.625 -1.375 -3.002  0.485
H: 1.943 2.131 -2.990  0.230
H: 1.210 4.356 -3.771  0.208
H: -1.016 5.223 -3.095  0.205
H: -2.476 3.841 -1.628  0.219

Summary:
**Net charge**: -1
**Lowest unoccupied orbital energy**: 2.5 eV
**Total energy**: -5191.22686 Eh
**Energy above the lowest of the compared OMol25 structures with the same formula, charge and spin**: 0.103 eV
**Largest force on an atom**: 1.05 eV/Å
**Gap between HOMO and LUMO**: 8.20 eV

=====

(6)
Density functional theory data (wB97M-V/def2-TZVPD) for C30H23F3LaN3O2P as an isolated structure in a non-equilibrium geometry.

Each line ends with the Mulliken charge.
Atoms and positions in Å:
La: -0.665 1.220 -0.606  0.858
N: -0.126 -2.193 -1.809  -0.119
P: 1.046 -0.980 -1.462  0.577
C: 2.462 -2.056 -1.094  0.170
C: 3.073 -1.946 0.151  -0.331
C: 4.169 -2.735 0.452  -0.698
C: 4.657 -3.623 -0.493  -0.455
C: 4.032 -3.755 -1.725  -0.805
C: 2.933 -2.974 -2.032  -0.113
C: 1.400 -0.307 -3.128  0.657
C: 0.333 0.007 -3.973  -0.119
C: 0.586 0.543 -5.223  -0.830
C: 1.890 0.817 -5.610  -0.542
C: 2.944 0.555 -4.750  -0.675
C: 2.704 0.000 -3.505  -0.595
C: -1.488 -2.036 -1.684  0.671
C: -2.321 -3.159 -1.579  -0.970
C: -3.684 -2.974 -1.532  -0.441
C: -4.197 -1.681 -1.630  -0.811
C: -3.314 -0.626 -1.694  -0.401
N: -1.977 -0.785 -1.695  0.299
H: 0.202 -3.151 -1.750  0.308
H: 2.689 -1.234 0.873  0.424
H: 4.648 -2.656 1.416  0.429
H: 5.531 -4.215 -0.271  0.405
H: 4.409 -4.461 -2.452  0.411
H: 2.453 -3.059 -2.996  0.442
H: -0.691 -0.197 -3.671  0.128
H: -0.236 0.753 -5.890  0.459
H: 2.080 1.242 -6.583  0.419
H: 3.957 0.771 -5.052  0.424
H: 3.522 -0.205 -2.829  0.491
H: -1.882 -4.143 -1.526  0.458
H: -4.344 -3.818 -1.408  0.431
H: -5.260 -1.504 -1.641  0.462
H: -3.673 0.397 -1.756  0.479
F: 0.057 0.064 8.976  -0.250
C: -1.173 -0.158 8.479  0.820
F: -2.011 0.618 9.188  -0.248
F: -1.482 -1.427 8.773  -0.278
C: -1.234 0.141 7.007  0.300
C: -1.605 -0.839 6.096  -0.482
C: -1.615 -0.543 4.749  -0.686
C: -1.252 0.732 4.315  0.882
C: -0.909 1.720 5.238  -0.682
C: -0.899 1.423 6.584  -0.736
C: -1.194 1.000 2.926  0.460
C: -1.110 1.196 1.732  -1.268
H: -1.880 -1.826 6.434  0.466
H: -1.901 -1.293 4.028  0.456
H: -0.651 2.708 4.892  0.453
H: -0.628 2.180 7.305  0.402
O: 1.339 3.165 -0.838  -0.650
C: 0.396 3.702 -1.416  0.654
C: -0.086 5.134 -1.291  -0.517
C: -1.565 5.018 -1.688  -0.465
C: -1.721 3.527 -1.869  0.494
O: -2.712 2.829 -1.660  -0.641
N: -0.515 2.927 -2.060  -0.222
H: 0.486 5.801 -1.936  0.305
H: 0.048 5.464 -0.260  0.303
H: -1.791 5.531 -2.623  0.295
H: -2.250 5.378 -0.922  0.335

Summary:
**Net charge**: +1
**Lowest unoccupied orbital energy**: -2.8 eV
**Total energy**: -2144.16564 Eh
**Energy above the lowest of the compared OMol25 structures with the same formula, charge and spin**: 0.000 eV
**Largest force on an atom**: 2.11 eV/Å
**Gap between HOMO and LUMO**: 8.04 eV

=====

(7)
Density functional theory data (wB97M-V/def2-TZVPD) for C14H12Cl2LiN2O2 as an isolated structure.

Each line ends with the natural charge from an NBO analysis.
Atoms and positions in Å:
Li: 0.819 1.449 1.022  0.893
O: -0.773 -6.421 0.298  -0.646
C: 0.162 -5.560 0.738  0.769
O: 1.161 -5.964 1.254  -0.536
C: -0.100 -4.085 0.570  -0.149
C: 0.817 -3.227 1.167  -0.136
C: 0.664 -1.858 1.052  -0.225
C: -0.402 -1.324 0.337  0.182
C: -1.322 -2.176 -0.266  -0.234
C: -1.165 -3.546 -0.144  -0.175
N: -0.455 0.103 0.279  -0.535
C: -1.376 0.719 -0.347  0.122
C: -1.392 2.196 -0.387  0.201
C: -2.389 2.865 -1.072  -0.231
C: -2.371 4.256 -1.087  -0.129
C: -1.356 4.912 -0.419  -0.224
C: -0.392 4.158 0.242  0.069
N: -0.401 2.831 0.265  -0.556
H: -1.550 -5.963 -0.046  0.481
H: 1.645 -3.653 1.717  0.257
H: 1.387 -1.201 1.520  0.208
H: -2.161 -1.801 -0.834  0.216
H: -1.895 -4.177 -0.637  0.211
H: -2.181 0.211 -0.874  0.185
H: -3.164 2.312 -1.584  0.238
H: -3.137 4.810 -1.611  0.243
H: -1.298 5.991 -0.400  0.245
H: 0.417 4.648 0.771  0.212
Cl: 3.092 1.392 0.604  -0.145
C: 4.602 1.849 -0.321  -0.346
Cl: 4.332 3.207 -1.368  0.049
H: 4.854 0.962 -0.886  0.242
H: 5.327 2.085 0.447  0.243

Summary:
**Net charge**: +1
**Lowest unoccupied orbital energy**: -4.2 eV
**Total energy**: -1728.46202 Eh
**Largest force on an atom**: 0.52 eV/Å
**Gap between HOMO and LUMO**: 8.07 eV

=====

(8)
Density functional theory data (wB97M-V/def2-TZVPD) for H4N3P as an isolated structure in a non-equilibrium geometry.

Each line ends with the Mulliken spin population.
Atoms and positions in Å:
N: 0.146 -0.040 0.909  0.573
N: 0.142 0.146 -0.295  0.664
N: -1.463 -0.908 1.217  0.680
P: 1.245 1.114 -1.316  0.095
H: -1.945 -0.651 2.037  -0.019
H: -2.000 -0.603 0.421  -0.023
H: 1.445 -0.008 -2.242  0.011
H: 2.430 0.950 -0.731  0.019

Summary:
**Lowest unoccupied orbital energy (alpha / beta)**: 0.6 / -1.8 eV
**Total energy**: -507.79205 Eh
**Spin multiplicity**: 3
**Energy above the lowest of the compared OMol25 structures with the same formula, charge and spin**: 2.039 eV
**Largest force on an atom**: 3.43 eV/Å
**Gap between HOMO and LUMO (alpha / beta)**: 6.97 / 8.08 eV